Version P
The following is a DFT calculation (ωB97M-V/def2-TZVPD) of a 9-piece molecular cluster, C54H54O18 overall.

Cartesian coordinates (Å):
C -0.95 -0.21 0.54
C -0.13 0.81 0.02
C 1.18 0.93 0.53
C 1.68 -0.06 1.35
C 0.94 -1.26 1.65
C -0.41 -1.29 1.30
O -1.24 -2.38 1.51
O 1.92 2.01 0.22
H -2.15 -0.27 0.51
H -0.77 1.54 -0.58
H 2.76 -0.17 1.66
H 1.29 -1.94 2.30
H -0.94 -3.11 2.00
H 2.63 2.40 0.75
C 0.99 3.31 -3.30
C -0.29 3.49 -2.84
C -1.11 4.43 -3.37
C -0.67 5.22 -4.38
C 0.62 5.14 -5.00
C 1.46 4.12 -4.41
O 2.67 3.85 -4.84
O -2.40 4.48 -2.80
H 1.71 2.70 -2.77
H -0.59 2.91 -2.20
H -1.34 5.95 -4.71
H 0.85 5.85 -5.88
H 2.88 3.78 -5.87
H -2.83 3.70 -2.99
C -3.90 0.30 -2.61
C -4.10 -0.45 -3.83
C -5.33 -0.61 -4.34
C -6.45 0.05 -3.81
C -6.29 0.82 -2.67
C -5.04 0.96 -2.00
O -4.87 1.56 -0.81
O -5.56 -1.36 -5.49
H -2.89 0.39 -2.22
H -3.38 -1.11 -4.29
H -7.44 -0.17 -4.43
H -7.31 1.15 -2.19
H -5.02 0.84 -0.09
H -6.40 -1.43 -5.69
C 2.08 -5.03 1.93
C 3.11 -4.52 1.09
C 2.80 -4.25 -0.22
C 1.52 -4.50 -0.77
C 0.47 -4.96 0.12
C 0.78 -5.27 1.44
O -0.25 -5.56 2.22
O 3.76 -3.72 -1.08
H 2.15 -5.42 2.93
H 4.15 -4.16 1.67
H 0.98 -4.33 -1.73
H -0.52 -4.98 -0.25
H 0.04 -5.93 3.08
H 4.49 -3.48 -0.45
C 1.73 5.68 1.79
C 3.02 5.17 1.81
C 3.73 4.83 0.69
C 3.13 5.04 -0.47
C 1.81 5.54 -0.65
C 1.02 5.67 0.53
O -0.35 6.05 0.42
O 5.00 4.33 0.96
H 1.42 5.89 2.66
H 3.36 4.91 2.84
H 3.78 4.95 -1.33
H 1.26 5.66 -1.51
H -0.49 6.58 -0.60
H 5.19 4.36 1.81
C -4.93 -0.20 2.41
C -5.48 -1.25 1.62
C -6.90 -1.13 1.36
C -7.70 -0.06 1.91
C -7.09 0.89 2.77
C -5.70 0.82 2.98
O -5.16 1.79 3.71
O -7.50 -2.26 0.90
H -3.85 -0.12 2.73
H -4.90 -2.21 1.47
H -8.72 -0.07 1.62
H -7.58 1.73 2.93
H -4.27 1.62 3.83
H -6.80 -2.76 0.39
C 5.75 1.10 5.57
C 5.75 1.16 4.23
C 4.58 1.56 3.54
C 3.44 2.08 4.19
C 3.58 2.23 5.60
C 4.70 1.81 6.25
O 4.70 1.98 7.59
O 4.53 1.51 2.20
H 6.79 0.93 6.07
H 6.59 0.70 3.67
H 2.50 2.50 3.80
H 2.80 2.69 6.17
H 5.45 1.67 8.12
H 5.23 1.02 1.88
C -5.70 -4.64 -1.31
C -4.82 -5.59 -0.82
C -3.54 -5.34 -0.38
C -3.11 -4.01 -0.45
C -3.94 -3.08 -1.15
C -5.29 -3.37 -1.64
O -6.03 -2.40 -2.04
O -2.66 -6.31 0.13
H -6.82 -4.92 -1.44
H -5.08 -6.49 -0.80
H -2.13 -3.57 -0.30
H -3.47 -2.05 -1.30
H -5.49 -1.88 -2.35
H -2.03 -6.07 0.70
C 6.72 -2.50 -0.25
C 7.18 -2.86 -1.60
C 6.66 -2.18 -2.68
C 5.67 -1.22 -2.51
C 5.30 -0.83 -1.22
C 5.81 -1.41 -0.03
O 5.47 -1.08 1.19
O 7.08 -2.65 -3.94
H 7.05 -2.86 0.58
H 7.93 -3.68 -1.75
H 5.42 -0.75 -3.45
H 4.40 0.05 -1.02
H 5.91 -1.29 1.91
H 6.72 -2.17 -4.43

Output
Structure (SMILES): Oc1ccc(O)cc1.Oc1ccc(O)cc1.Oc1ccc(O)cc1.Oc1ccc(O)cc1.Oc1ccc(O)cc1.Oc1ccc(O)cc1.Oc1ccc(O)cc1.Oc1ccc(O)cc1.Oc1ccc(O)cc1

These are the Mulliken partial charges, in e, on atoms 1 to 8:
1. C 0.0780
2. C -0.5689
3. C -0.2290
4. C 0.1878
5. C -1.3493
6. C 0.2674
7. O -0.4248
8. O 0.2280



Version Q
The following is a DFT calculation (ωB97M-V/def2-TZVPD) of a 9-piece molecular cluster, C54H54O18 overall.

Cartesian coordinates (Å):
C -3.22 3.38 0.99
C -3.69 2.04 0.76
C -4.08 1.68 -0.68
C -3.79 2.58 -1.69
C -3.28 3.90 -1.38
C -3.01 4.29 -0.14
O -2.68 5.58 0.17
O -4.73 0.53 -0.77
H -3.00 3.93 1.86
H -3.94 1.26 1.43
H -4.07 2.42 -2.70
H -3.28 4.67 -2.18
H -2.42 5.74 1.09
H -5.05 0.42 -1.83
C -0.99 -3.27 5.41
C -1.28 -2.01 4.86
C -1.10 -1.67 3.54
C -0.36 -2.61 2.66
C -0.05 -3.91 3.23
C -0.27 -4.13 4.54
O 0.24 -5.32 5.02
O -1.26 -0.51 3.14
H -1.20 -3.42 6.46
H -1.61 -1.28 5.63
H -0.13 -2.23 1.63
H 0.36 -4.57 2.47
H 0.22 -5.39 6.05
H -1.14 -0.11 3.91
C -5.60 0.21 3.13
C -5.94 0.56 4.44
C -5.39 -0.24 5.52
C -4.54 -1.40 5.21
C -4.29 -1.60 3.87
C -4.79 -0.79 2.81
O -4.50 -1.23 1.55
O -5.75 0.18 6.78
H -5.84 0.87 2.22
H -6.48 1.41 4.60
H -3.99 -1.76 5.97
H -3.64 -2.41 3.72
H -4.87 -0.74 0.92
H -5.40 -0.22 7.54
C 3.26 5.19 -1.50
C 2.07 4.92 -2.22
C 0.86 4.68 -1.53
C 0.83 4.81 -0.09
C 1.96 5.23 0.62
C 3.14 5.47 -0.11
O 4.27 5.78 0.58
O -0.24 4.49 -2.10
H 4.11 5.13 -2.04
H 2.07 4.78 -3.16
H 0.10 4.53 0.41
H 1.88 5.47 1.62
H 4.20 6.03 1.51
H -0.80 4.09 -1.61
C -1.48 2.50 -5.09
C -0.20 2.46 -4.58
C 0.84 2.35 -5.37
C 0.73 2.29 -6.79
C -0.59 2.29 -7.30
C -1.72 2.45 -6.48
O -2.99 2.79 -6.82
O 2.13 2.19 -4.96
H -2.33 2.52 -4.40
H 0.00 2.28 -3.43
H 1.63 2.14 -7.38
H -0.66 2.11 -8.37
H -3.57 3.24 -6.29
H 2.20 2.20 -4.07
C 1.12 -0.15 -2.17
C -0.06 -0.61 -1.64
C -0.44 -0.19 -0.34
C 0.25 0.89 0.27
C 1.28 1.42 -0.38
C 1.72 1.08 -1.64
O 2.78 1.68 -2.24
O -1.44 -0.79 0.30
H 1.56 -0.58 -3.17
H -0.49 -1.49 -1.98
H -0.19 0.96 1.05
H 1.89 2.24 0.16
H 3.12 2.41 -1.77
H -1.76 -0.56 1.10
C 2.52 -3.59 -0.94
C 2.20 -4.91 -1.24
C 2.46 -5.79 -0.18
C 2.91 -5.34 1.08
C 3.23 -3.94 1.36
C 2.94 -3.06 0.31
O 3.16 -1.73 0.50
O 2.15 -7.04 -0.37
H 2.33 -2.90 -1.76
H 1.68 -4.94 -2.17
H 2.95 -6.01 1.88
H 3.61 -3.46 2.27
H 2.64 -1.21 -0.11
H 1.24 -6.93 -0.85
C 7.24 2.10 2.16
C 6.30 2.95 1.46
C 5.53 2.22 0.42
C 5.84 0.85 0.18
C 6.80 0.16 0.91
C 7.55 0.86 1.90
O 8.62 0.14 2.61
O 4.58 3.07 -0.13
H 7.85 2.55 2.75
H 6.03 3.82 1.67
H 5.08 0.56 -0.47
H 6.96 -1.01 1.00
H 8.80 -0.73 2.29
H 4.82 3.89 -0.12
C -1.98 -5.62 -2.77
C -2.70 -4.47 -3.03
C -2.76 -3.46 -1.98
C -2.10 -3.74 -0.82
C -1.46 -5.00 -0.57
C -1.41 -5.95 -1.60
O -0.59 -7.08 -1.51
O -3.44 -2.24 -2.20
H -2.10 -6.50 -3.53
H -3.27 -4.03 -3.90
H -2.13 -3.16 0.12
H -1.06 -5.25 0.33
H -0.96 -7.94 -1.91
H -3.31 -1.75 -1.45

Output
Structure (SMILES): Oc1ccc(O)cc1.Oc1ccc(O)cc1.Oc1ccc(O)cc1.Oc1ccc(O)cc1.Oc1ccc(O)cc1.Oc1ccc(O)cc1.Oc1ccc(O)cc1.Oc1ccc(O)cc1.Oc1ccc(O)cc1

These are the Mulliken partial charges, in e, on atoms 1 to 8:
1. C -0.6646
2. C -0.3794
3. C 1.1197
4. C -0.9673
5. C -0.7548
6. C 0.9339
7. O -0.5888
8. O -0.6045



Energy relative to the most stable one, in kJ/mol: version P 58.6; version Q 0.0



Version P
The following is a DFT calculation (ωB97M-V/def2-TZVPD) of a 4-piece molecular cluster, C2H12N2O3 overall.

Cartesian coordinates (Å):
C -0.69 1.27 -0.47
C -0.02 0.92 0.64
N -0.46 1.34 1.92
N -0.35 0.84 -1.76
H -1.55 1.93 -0.45
H 0.97 0.52 0.51
H -0.36 0.68 2.66
H -1.40 1.72 1.87
H 0.58 0.43 -1.87
H -0.52 1.51 -2.50
H 3.26 0.77 -0.22
H 2.71 1.70 -1.16
O 2.74 0.75 -1.03
H -1.46 -1.23 -1.17
H -0.09 -1.63 -0.88
O -0.96 -1.96 -0.78
H -1.13 -2.77 0.98
H -0.70 -3.87 1.96
O -0.58 -2.93 1.76

Output
Structure (SMILES): N/C=C/N.O.O.O

These are the natural (NBO) partial charges, in e, on atoms 1 to 8:
1. C -0.1036
2. C -0.0907
3. N -0.8285
4. N -0.8572
5. H 0.1786
6. H 0.1997
7. H 0.3783
8. H 0.3626



Version Q
The following is a DFT calculation (ωB97M-V/def2-TZVPD) of a 4-piece molecular cluster, C2H12N2O3 overall.

Cartesian coordinates (Å):
C 0.34 0.58 -1.23
N -1.84 1.23 0.46
C -1.89 1.45 -0.96
N -0.83 1.36 -1.73
H 0.73 0.00 -1.97
H 1.20 1.14 -0.88
H 0.03 -0.12 -0.40
H -1.03 0.80 1.01
H -2.52 1.71 1.06
H -2.92 1.60 -1.23
H 2.40 -3.23 0.01
H 2.23 -2.04 -0.82
O 2.56 -2.95 -0.89
H 1.55 1.76 1.34
H 0.32 1.64 2.38
O 0.80 1.20 1.61
H -1.12 -2.34 0.69
H 0.15 -1.43 0.82
O -0.16 -2.34 0.72

Output
Structure (SMILES): C/N=C\N.O.O.O

These are the natural (NBO) partial charges, in e, on atoms 1 to 8:
1. C -0.4107
2. N -0.9013
3. C 0.2798
4. N -0.4891
5. H 0.1983
6. H 0.1804
7. H 0.1463
8. H 0.4118



Energy relative to the most stable one, in kJ/mol: version P 0.0; version Q 93.4



Version P
The following is a DFT calculation (ωB97M-V/def2-TZVPD) of C3H4FP in the gas phase.

Cartesian coordinates (Å):
C -0.38 -0.48 1.86
C -0.09 -0.64 0.63
C 0.19 -0.03 -0.69
F -1.36 -3.01 0.61
P 0.15 -2.54 1.03
H -0.64 -0.46 2.97
H -0.15 0.96 -0.81
H -0.36 -0.53 -1.59
H 1.19 0.05 -1.04

Output
Structure (SMILES): CC1=P(F)=C1

These are the natural (NBO) partial charges, in e, on atoms 1 to 8:
1. C -0.2685
2. C -0.2629
3. C -0.6659
4. F -0.5987
5. P 0.7983
6. H 0.2967
7. H 0.2219
8. H 0.2369



Version Q
The following is a DFT calculation (ωB97M-V/def2-TZVPD) of a 2-piece molecular cluster, C3H4FP overall.

Cartesian coordinates (Å):
C -2.12 0.30 -0.36
C -1.03 0.10 0.12
C 0.26 -0.16 0.69
F 2.20 1.90 2.94
P 0.91 1.25 3.61
H -3.02 0.39 -0.98
H -0.01 -0.30 1.73
H 0.83 0.79 0.63
H 0.92 -0.96 0.35

These are the natural (NBO) partial charges, in e, on atoms 1 to 8:
1. C -0.2678
2. C -0.0016
3. C -0.7018
4. F -0.5884
5. P 0.5942
6. H 0.2445
7. H 0.2359
8. H 0.2379



Energy relative to the most stable one, in kJ/mol: version P 0.0; version Q 139.2